Formula: C10H13NS
Source: the Open Molecules 2025 dataset
Level of theory: ωB97M-V/def2-TZVPD

Structure (XYZ):
```
25
C10H13NS (ωB97M-V/def2-TZVPD)
S 0.82 -1.30 -1.61
N -0.56 0.26 0.60
C -0.55 0.87 -0.55
C -1.00 2.65 -2.11
C 1.06 -1.63 0.01
C 1.93 -0.80 0.95
C 0.30 0.38 -1.58
C -1.21 2.04 -0.87
C -0.03 2.24 -3.02
C 0.59 1.10 -2.75
C -1.71 0.07 1.35
C 0.63 -2.94 0.60
H -2.09 1.13 1.60
H -2.58 -0.47 0.83
H -1.89 2.43 -0.13
H 1.29 -0.28 1.58
H 0.23 3.07 -3.75
H -0.44 -2.83 0.90
H 1.13 -3.16 1.58
H 1.38 0.72 -3.42
H -1.65 3.39 -2.42
H 0.53 -3.81 -0.11
H 2.44 -1.53 1.46
H -1.41 -0.43 2.32
H 2.66 -0.09 0.52
```

The calculation puts the calculated total energy at -22901.3593 eV. The expectation value of S² is 2.033. The spin multiplicity is 3. Its HOMO-LUMO gap (spin up / spin down) is 6.988 / 6.634 eV. As for the total charge: 0.